C32H38F3N7O3Re as an isolated structure, computed with wB97M-V/def2-TZVPD.

The geometry in XYZ format:
```
84
Properties=species:S:1:pos:R:3
H -3.1660 0.4772 0.7689
N -1.4267 -0.2525 1.6278
H -2.5595 -1.9943 -2.5336
H -2.8354 -0.2795 -2.1396
N -0.2780 0.4373 -2.0920
H -3.7798 -1.6273 -0.2998
C -1.9281 -0.3569 4.0341
C 1.7045 -4.9598 -1.6839
H -1.0740 -0.3686 -3.8776
Re -0.0727 -0.0018 0.0320
H -0.4882 5.4412 -1.8415
N 1.8379 0.6990 -0.5134
H -1.1578 -2.2024 -0.7380
F 3.6918 -8.5130 -2.2387
H -0.0742 4.9742 1.5635
C -0.8530 -0.6942 -2.8609
O -2.5154 1.6321 -1.2154
C -2.4369 4.4725 -1.9010
C 0.9056 1.0784 -2.7293
H 4.3519 2.1045 -0.0339
C 2.4902 0.3403 4.1090
C -4.0032 3.8056 -0.0391
C 1.1338 0.0602 4.1608
H -2.8232 0.2519 3.9150
H 4.8571 0.6620 0.8464
C -4.1877 3.3197 1.3934
H -4.4141 4.8100 -0.1382
O -2.1710 5.9396 0.6994
C 2.7760 0.7468 0.3671
H 1.0083 0.7152 -3.7508
H 0.9752 -4.6236 -2.4092
C -1.0291 -0.2283 2.8527
C 3.5887 -5.8132 0.1757
H -1.4304 -0.0413 4.9454
H 2.9028 1.5644 -2.1128
C -1.9418 2.4810 -0.5163
C 0.8605 -1.7888 -0.2760
H 4.3241 -6.1562 0.8915
C 2.3157 -6.1914 -1.8401
C 1.4062 -2.8702 -0.4321
N -1.7078 -1.3455 -0.7131
H 2.6002 -0.1775 -2.2388
C 4.2042 1.0242 0.0581
N -0.7950 2.1231 0.1351
C -1.7959 4.8241 0.4569
N 1.0054 0.1787 1.7853
H 3.2452 -3.9478 1.1686
H -4.5268 3.1615 -0.7449
H -1.0226 4.9840 -3.4519
C -2.5273 3.8810 -0.4701
C -2.8335 -1.5713 0.2354
H 3.0716 0.4013 5.0183
C 2.3116 0.4883 1.7300
H -2.6625 -2.5238 0.7364
H 4.5129 0.5558 -0.8744
H -3.4606 -0.6728 2.0972
H -2.2358 -1.3983 4.1596
C -2.1090 -1.0917 -2.1216
H -1.0361 1.1284 -2.0386
H 2.0680 -6.8222 -2.6822
F 3.4250 -8.8129 -0.1090
H -3.0001 3.8094 -2.5585
H -0.4248 3.7507 -2.3433
C 2.1663 0.7806 -1.9415
H -0.1247 -1.5049 -2.8885
H 0.7252 2.1502 -2.7758
H -3.7442 2.3301 1.5472
C 2.0361 -4.1428 -0.6001
C 2.9867 -4.5801 0.3297
C 0.4152 -0.0090 2.9790
C -2.8296 -0.4433 1.2417
H 4.1302 0.8209 2.8121
C 3.9057 -7.9685 -1.0361
H -3.7344 4.0090 2.1083
C -1.0150 4.6719 -2.4086
O 0.9949 2.8254 1.3710
F 5.2312 -7.8782 -0.8501
N -0.6239 4.3315 1.0083
C 3.2511 -6.6143 -0.9084
C 3.0824 0.5684 2.8785
C -0.0815 3.0761 0.8551
H -5.2459 3.2436 1.6410
H 0.6416 -0.0929 5.1097
H -2.9577 5.4299 -1.8763
```

Output
**2S+1**: 2
**Energy relative to the best compared isomer or geometry (same formula, charge and spin)**: 5.0 kJ/mol
**LUMO level (alpha / beta)**: -6.88 / -7.66 eV
**Charge**: +2
**HOMO energy (alpha / beta)**: -13.5 / -13.8 eV

***

A 6-piece molecular cluster, C32H39BN6O2S2 overall, computed with wB97M-V/def2-TZVPD.

The geometry in XYZ format:
```
82
Properties=species:S:1:pos:R:3
H -1.8411 -4.9810 -3.4274
S 1.9993 0.3637 -2.9274
C -3.2246 2.4062 -4.5673
H 3.3757 3.6170 -1.8978
H -0.4744 1.9774 4.8381
C -1.4224 -3.5212 -1.9019
N -0.6924 0.0453 5.4947
H -1.6055 -0.1999 -2.4882
C 3.3928 -2.0759 6.5019
C -1.1938 0.7220 3.2479
O -1.0619 2.5826 0.5433
H -1.8956 -0.8109 1.9187
H -2.3266 -3.2466 -5.1429
C -5.3095 2.4166 -6.2861
H 3.5205 -2.4471 5.4906
H 3.0432 4.8820 0.8421
C 0.7506 4.6729 -1.7528
C 1.2788 4.9737 -0.3294
C 2.4106 2.8838 0.5536
C 2.1661 -0.8524 8.1353
H 4.6240 4.0356 -0.7397
C -4.8068 3.5709 -5.7027
H 5.0014 -2.2563 9.3074
H 1.3173 -0.2464 8.4257
C -1.6430 -1.2715 -2.6628
C -1.4846 -1.5554 3.8967
H 3.5869 -6.0770 -3.0847
H -3.0897 4.6724 -1.4183
C 2.6176 4.3020 0.0172
H -6.1476 2.4741 -6.9678
C -4.7173 1.2010 -5.9737
H -2.3995 2.4164 -3.8680
H -3.2487 4.2526 0.3072
H -5.2491 4.5355 -5.9280
H -1.1954 -4.2524 -1.1393
C -2.0475 -2.9623 -4.1338
C -1.3530 -2.1621 -1.6393
C 0.9241 1.4871 -2.8608
C -1.0476 -1.1944 5.1618
H 3.3656 2.3612 0.6202
C -3.6486 1.1974 -5.0942
H -3.1266 0.2939 -4.8058
C 2.8158 -6.4026 -2.4000
C 1.9380 -7.9257 -0.7903
C 3.6437 4.3297 -1.1127
C 4.2135 -1.9717 8.6183
N 0.0862 2.3574 -2.8489
H -0.9773 -1.9339 5.9529
H -1.2393 1.5133 2.5133
N 4.3455 -2.4118 7.3692
C -0.7699 0.9758 4.5446
C -2.5478 4.4979 -0.4889
C -1.5584 -0.5742 2.9201
H 1.5375 4.6697 -2.5067
S -1.5876 3.0339 -0.7356
O -2.4641 2.1127 -1.4304
H -0.0073 -7.3747 -0.0586
N -1.9837 -1.6540 -3.8929
C 0.8133 -7.1177 -0.7195
N 0.6626 -6.0039 -1.4331
H 0.0757 5.4970 -2.0283
H -5.0825 0.2783 -6.4065
C 3.1486 -1.1947 9.0507
H -1.7587 -2.5805 3.6867
H 1.7336 2.2966 -0.0740
H 3.7018 5.3134 -1.5829
H 1.5019 -4.7496 -2.8222
H 1.3651 6.0545 -0.2079
H 2.0071 -8.8190 -0.1847
H 0.5461 4.6365 0.4081
C -1.7776 -3.9302 -3.1783
H 3.8545 -8.1631 -1.7348
H 3.0954 -0.8678 10.0805
H -1.0763 -1.7922 -0.6608
N -3.7809 3.5831 -4.8517
B -0.1000 3.3875 -1.8809
H -1.9281 5.3593 -0.2487
H 1.9859 2.9169 1.5570
C 2.2893 -1.3020 6.8310
H 1.5438 -1.0536 6.0895
C 1.6520 -5.6623 -2.2544
C 2.9606 -7.5587 -1.6505
```

Output
**SMILES**: CC(C)CCB(N=C=S)S(C)(=O)=O.c1ccncc1.c1ccncc1.c1ccncc1.c1ccncc1.c1ccncc1
**LUMO level**: -0.47 eV
**HOMO energy**: -9.3 eV